Entry 1:
71
Properties=species:S:1:pos:R:3 method="wB97M-V/def2-TZVPD" gap_ev="3.78 / 3.86" total_charge=+3
Tl -0.5248 0.2816 -0.9523
P 1.4340 -0.8622 1.6036
P 1.3490 2.3952 -0.3872
P -1.2105 -2.3831 -0.7553
H -0.5236 2.6530 -7.6792
C -1.4199 2.0673 -7.4869
C -2.3610 2.5191 -6.6561
H -2.3258 3.5549 -6.3092
C 2.9157 -1.8312 1.0906
C 2.2414 0.3473 2.7358
C 0.6665 -2.0246 2.8139
C 0.7425 3.6341 -1.6297
C 1.5410 3.5405 1.0061
C 3.0589 2.1880 -1.0560
C -2.5837 -2.3087 -1.9762
C -2.1323 -3.1399 0.6537
C -0.1036 -3.7035 -1.4050
H -1.6046 1.1675 -8.0724
H -3.2253 1.8974 -6.4048
H 3.5035 -2.1462 1.9648
H 3.5383 -1.1970 0.4446
H 2.5954 -2.7127 0.5190
H 3.0257 -0.1431 3.3280
H 1.4990 0.7965 3.4101
H 2.6990 1.1515 2.1444
H 1.2830 -2.9253 2.9451
H -0.3242 -2.3306 2.4498
H 0.5320 -1.5403 3.7906
H 1.2100 4.6010 -1.3714
H -0.3560 3.6837 -1.5470
H 1.0199 3.3185 -2.6490
H 2.4167 4.1774 0.8340
H 1.6583 3.0093 1.9554
H 0.6461 4.1737 1.0707
H 3.5404 3.1812 -1.0758
H 2.9863 1.7766 -2.0793
H 3.6247 1.4961 -0.4077
H -3.1590 -3.2433 -1.8793
H -2.1990 -2.1965 -3.0018
H -3.2297 -1.4485 -1.7266
H -2.9238 -3.7835 0.2302
H -2.6007 -2.3437 1.2628
H -1.4577 -3.7418 1.2863
H -0.7227 -4.5153 -1.8152
H 0.5350 -4.0751 -0.5862
H 0.5266 -3.2636 -2.1966
C -1.5159 1.2107 -4.0254
C -0.2425 0.7195 -4.4974
C -0.1930 -0.4769 -5.2002
C -1.3859 -1.1270 -5.5626
C -2.6279 -0.5201 -5.2989
C -2.7223 0.6763 -4.6233
O -1.5969 2.0747 -3.0927
H 0.5814 0.1525 -2.5198
H 0.5939 1.3461 -4.1607
H 0.7889 -0.9043 -5.4228
H -1.3673 -2.0569 -6.1338
H -3.5076 -0.9791 -5.7422
H -3.5969 1.3440 -4.6442
C -2.1886 2.2628 4.2626
N -2.2547 1.5431 2.9920
C -3.3670 0.8742 2.4796
C -2.9981 0.4198 1.2404
N -1.6913 0.7867 0.9921
C -1.2812 1.4532 2.0741
H -3.2030 2.2105 4.6788
H -1.4705 1.8225 4.9764
H -1.8813 3.3186 4.1498
H -4.2931 0.7688 3.0273
H -3.5626 -0.1363 0.5109
H -0.3099 1.8803 2.2113

Entry 2:
71
Properties=species:S:1:pos:R:3 method="wB97M-V/def2-TZVPD" multiplicity=5 gap_ev="7.36 / 2.52" total_charge=+4
Pd -1.3307 -0.5262 -0.2633
P -1.9083 -2.7070 0.5894
P -1.2710 0.7868 1.6509
P 3.8040 -0.6408 2.0066
H 2.3989 2.0115 -5.2056
C 3.0962 1.2014 -4.9623
C 2.7680 -0.0784 -5.1584
H 1.7646 -0.3511 -5.5030
C -3.3434 -3.3670 -0.3378
C -2.4521 -2.8707 2.3454
C -0.7046 -4.1100 0.5530
C -0.5049 2.4340 1.5449
C -2.9478 1.0223 2.3088
C -0.3288 -0.0223 2.9835
C 5.2705 -1.1232 1.0710
C 3.0725 -2.0047 2.9278
C 4.0187 0.8673 2.9757
H 4.0827 1.4866 -4.5885
H 3.5192 -0.8644 -5.0561
H -3.3071 -2.9440 -1.3533
H -4.2840 -3.0491 0.1379
H -3.3212 -4.4656 -0.4039
H -3.0371 -2.0028 2.6782
H -1.5804 -2.9696 3.0113
H -3.0751 -3.7687 2.4750
H -0.3141 -4.2679 -0.4599
H -1.1694 -5.0502 0.8986
H 0.1501 -3.8956 1.2107
H -0.7855 3.0326 2.4282
H -0.8357 2.9550 0.6388
H 0.5891 2.3427 1.5121
H -2.8959 1.4901 3.3003
H -3.4786 0.0648 2.3930
H -3.5188 1.6737 1.6344
H -0.4909 0.5178 3.9315
H 0.7459 -0.0071 2.7383
H -0.6463 -1.0678 3.1095
H 6.0916 -1.4105 1.7468
H 5.5876 -0.2933 0.4163
H 4.9706 -1.9734 0.4365
H 3.7525 -2.2417 3.7615
H 2.9746 -2.8910 2.2765
H 2.0758 -1.7615 3.3304
H 4.9882 0.8568 3.5071
H 3.2021 0.9775 3.7086
H 3.9961 1.7283 2.2811
C 1.4519 0.4104 -1.3174
C 2.1558 1.5643 -0.8888
C 2.1590 2.7136 -1.6772
C 1.3508 2.7650 -2.8309
C 0.6741 1.6251 -3.2559
C 0.8635 0.4170 -2.6070
S 1.2134 -1.0151 -0.4105
H 2.9107 -0.3349 0.9413
H 2.6866 1.5320 0.0625
H 2.7751 3.5734 -1.3989
H 1.2613 3.6900 -3.4084
H -0.0017 1.6492 -4.1248
H 0.5456 -0.5262 -3.0527
C -4.8716 0.2853 -0.5824
C -3.8601 1.1938 -1.1816
N -2.5406 1.0730 -1.2728
C -2.0736 2.1842 -1.9731
C -3.1294 2.9940 -2.2943
N -4.2513 2.3484 -1.7965
H -5.5249 0.8900 0.0658
H -5.4581 -0.1796 -1.3877
H -4.3762 -0.5053 0.0010
H -1.0347 2.2817 -2.2447
H -3.1069 3.9498 -2.7961
H -5.2067 2.6973 -1.7964

Entry 3:
71
Properties=species:S:1:pos:R:3 method="wB97M-V/def2-TZVPD" gap_ev="4.79 / 4.78" total_charge=+4
Zr -1.1772 0.5167 -0.6525
P 0.4858 -1.2948 -1.8597
P 0.4534 0.2580 1.6069
P 0.7666 2.4521 -1.0020
H -2.4585 1.8306 -3.3208
C -2.1799 1.2838 -2.3780
C -2.2134 -0.1908 -2.3973
H -1.5730 -0.7258 -3.1382
C -0.1468 -2.9887 -2.2391
C 2.0744 -1.7584 -1.0703
C 1.0247 -0.6888 -3.5296
C -0.0184 1.4039 2.9613
C 0.3505 -1.3610 2.4678
C 2.2821 0.4929 1.6588
C 0.2354 3.4841 -2.4571
C 2.4911 2.0155 -1.4641
C 0.8072 3.6631 0.3832
H -1.0264 1.6841 -2.2122
H -2.9142 -0.7445 -1.7744
H -1.1029 -2.9634 -2.7766
H -0.3047 -3.5289 -1.2934
H 0.5740 -3.5651 -2.8439
H 1.9024 -1.9993 -0.0122
H 2.8026 -0.9399 -1.1239
H 2.5140 -2.6462 -1.5537
H 0.2249 -0.0969 -3.9958
H 1.2717 -1.5250 -4.2051
H 1.9091 -0.0409 -3.4507
H 0.8913 1.8383 3.3988
H -0.5565 0.8407 3.7327
H -0.6601 2.2140 2.5901
H 1.3275 -1.5883 2.9198
H 0.0813 -2.1573 1.7613
H -0.4133 -1.3073 3.2535
H 2.6089 0.1616 2.6564
H 2.5528 1.5484 1.5201
H 2.7784 -0.1240 0.8985
H 0.7229 4.4719 -2.4449
H -0.8587 3.6313 -2.4757
H 0.5038 2.9519 -3.3851
H 3.1471 2.9027 -1.4825
H 2.5059 1.5541 -2.4635
H 2.9134 1.2880 -0.7572
H 1.2608 4.6166 0.0683
H 1.3590 3.2843 1.2529
H -0.2207 3.8632 0.7228
C -3.0538 1.8126 -1.1900
C -2.4127 2.6546 -0.2462
C -3.0699 2.7607 1.0164
C -4.2643 2.1225 1.1942
C -4.8716 1.3097 0.2610
C -4.3047 1.1936 -1.0083
S -3.9931 -0.5114 -4.7249
H -3.3147 0.4498 -5.2225
H -1.7208 3.4357 -0.6210
H -2.6254 3.4070 1.7760
H -4.7946 2.2539 2.1439
H -5.7773 0.7699 0.4677
H -4.7707 0.7175 -1.8666
C -3.4128 -2.7073 -0.5827
C -3.2299 -1.8603 0.6373
N -2.5275 -0.7335 0.8091
C -2.7916 -0.3471 2.1281
C -3.5564 -1.2669 2.7407
N -3.8154 -2.2154 1.7731
H -3.8795 -3.6494 -0.2537
H -4.1034 -2.2345 -1.2987
H -2.4519 -2.9351 -1.0694
H -2.4323 0.5977 2.5170
H -3.9420 -1.3144 3.7561
H -4.3891 -3.0650 1.8907

In order of appearance, relative energy (zero: lowest compared OMol25 entry of this formula, charge and spin) = 0.3173; 1.0759; 2.9576 eV.